<A>
Here is one molecule with the formula CH4S2 from the Open Molecules 2025 dataset. Energies are from the ωB97M-V functional and the def2-TZVPD basis.

```
7
Properties=species:S:1:pos:R:3
C 0.87199 -0.16054 0.42742
S -1.01051 -0.23823 -0.44087
S -3.00016 -0.01342 -0.08757
H 1.23071 -0.59560 1.35013
H 1.00772 0.90592 0.34494
H 1.29458 -0.61278 -0.50089
H -0.39433 0.71465 -1.09316
```

Values from the calculation:
* lowest unoccupied orbital energy: -0.62 eV
* charge: 0
* orbital gap: 0.2786 Eh

***

<B>
Here is a 2-piece molecular cluster, CH4S2 overall from the Open Molecules 2025 dataset. Energies are from the ωB97M-V functional and the def2-TZVPD basis.

```
7
Properties=species:S:1:pos:R:3
C -0.36754 0.49289 -0.35991
S -1.26345 -0.69607 0.74246
S 2.29926 -0.51160 0.18877
H 0.71097 0.41208 -0.11778
H -0.80653 1.47561 -0.25585
H -0.44126 0.09506 -1.36472
H -0.13144 -1.26798 1.16704
```

Values from the calculation:
* lowest unoccupied orbital energy: -3.38 eV
* charge: 0
* orbital gap: 0.2270 Eh

***

<A> is favored, and the nearest alternative lies 134.9 kJ/mol above it.